Record 1
DFT (the ωB97M-V functional and the def2-TZVPD basis) results for C45H64ClGe2MoN3O4P2 as an isolated structure.

Summary:
net charge	+3
gap between HOMO and LUMO (alpha / beta)	0.2319 / 0.2368	Eh
energy above the lowest of the compared OMol25 structures with the same formula, charge and spin	88.4	kcal per mole
energy	-206331.4694	eV
F_max	0.0292	Eh/bohr
LUMO energy (alpha / beta)	-9.1 / -9.2	eV
multiplicity	4

Cartesian coordinates (Å):
1 Mo -0.086708 -0.123635 0.947582
2 N -1.028129 1.392121 1.832513
3 C -2.329827 1.136640 2.510759
4 C -2.960143 -0.083698 1.882936
5 N -1.916128 -1.137732 1.560235
6 C -1.643648 -2.098472 2.682210
7 C -0.813961 -1.431441 3.752279
8 N 0.384033 -0.784501 3.124644
9 H -1.592642 2.230235 0.146160
10 H -0.687476 2.321189 2.052746
11 H -2.201131 1.025794 3.587451
12 H -2.990227 1.980835 2.366824
13 H -3.738602 -0.504302 2.514578
14 H -3.407787 0.218218 0.936033
15 H -2.315765 -1.690838 0.809430
16 H -2.575836 -2.459565 3.109065
17 H -1.105000 -2.949395 2.271636
18 H -1.391847 -0.672986 4.260041
19 H -0.523096 -2.172847 4.490756
20 H 0.676042 0.002575 3.692375
21 H 1.147965 -1.448290 3.155923
22 Cl 1.088858 -2.298407 0.198261
23 C 0.661678 -2.635035 -1.506380
24 C 0.909927 -3.902643 -1.982634
25 C 0.616194 -4.169437 -3.312185
26 C 0.088472 -3.172175 -4.118026
27 C -0.174597 -1.910347 -3.595149
28 C 0.103695 -1.616723 -2.264078
29 P -0.213029 0.043504 -1.532520
30 C 1.499308 0.689377 -1.479995
31 C 1.964379 1.091556 -0.216332
32 C 3.245961 1.572040 -0.024026
33 C 4.104623 1.615512 -1.108986
34 C 3.680859 1.181993 -2.363244
35 C 2.386604 0.709861 -2.548671
36 C -1.182558 0.828234 -2.828482
37 C -2.534165 0.482431 -2.884952
38 C -3.317617 0.928967 -3.936301
39 C -2.753478 1.722795 -4.929225
40 C -1.418097 2.094289 -4.851695
41 C -0.627143 1.656896 -3.794653
42 H 1.318727 -4.676943 -1.342412
43 H 0.799843 -5.160412 -3.713206
44 H -0.137090 -3.378762 -5.157258
45 H -0.612282 -1.151012 -4.229125
46 H 1.289877 1.173825 0.640065
47 H 3.573216 1.933465 0.942825
48 H 5.109228 2.002710 -0.980632
49 H 4.362908 1.222265 -3.206563
50 H 2.071377 0.361970 -3.526475
51 H -2.972447 -0.134326 -2.106413
52 H -4.365504 0.655647 -3.987485
53 H -3.359721 2.055005 -5.763995
54 H -0.986453 2.734563 -5.613326
55 H 0.405256 1.977384 -3.734532
56 C 5.925274 -2.729049 4.813700
57 Ge 4.335383 -1.809630 4.229227
58 C 4.642056 -0.177349 3.228055
59 C 3.073353 -1.411825 5.651104
60 Ge 3.325917 -3.390313 2.508325
61 C 4.282171 -3.688864 0.920122
62 C 5.378577 -2.845585 0.677795
63 C 6.096469 -2.960007 -0.504016
64 C 5.716189 -3.906408 -1.449548
65 C 4.647761 -4.771821 -1.202792
66 C 3.935964 -4.671571 -0.022531
67 C 1.832699 -4.468038 2.930711
68 C 1.554653 -4.536952 4.307370
69 C 0.536293 -5.356448 4.782582
70 C -0.200185 -6.123116 3.886593
71 C 0.076783 -6.072244 2.517341
72 C 1.075266 -5.245207 2.038954
73 H 6.519537 -2.016542 5.391735
74 H 6.519999 -3.082017 3.971645
75 H 5.669443 -3.570993 5.456057
76 H 5.035405 0.566191 3.929687
77 H 3.711837 0.200249 2.804424
78 H 5.373661 -0.307153 2.430415
79 H 3.664985 -1.346253 6.568608
80 H 2.304470 -2.162526 5.814559
81 H 2.609898 -0.438532 5.487465
82 H 5.674968 -2.110896 1.415711
83 H 6.952419 -2.320940 -0.687734
84 H 6.265230 -3.988243 -2.381283
85 H 4.382119 -5.524632 -1.936644
86 H 3.141303 -5.375406 0.190661
87 H 2.161189 -3.984392 5.014565
88 H 0.328857 -5.404733 5.845669
89 H -0.988004 -6.772858 4.252951
90 H -0.485617 -6.692346 1.827105
91 H 1.268785 -5.214962 0.973303
92 C -2.250629 4.626948 -3.610416
93 C -1.580455 5.347345 -2.452415
94 C -0.144405 4.888300 -2.267856
95 C -1.648956 6.848329 -2.607790
96 O -2.327425 5.079518 -1.192741
97 P -2.890608 3.790515 -0.538634
98 O -3.180827 3.994966 0.889622
99 O -1.793005 2.626268 -0.748896
100 O -4.051899 3.250721 -1.442223
101 C -5.514170 3.515658 -1.277811
102 C -6.139647 2.939289 -2.524148
103 C -5.769994 5.013487 -1.179905
104 C -6.034628 2.786476 -0.044415
105 H -1.645363 4.732974 -4.513076
106 H -3.242741 5.044992 -3.804836
107 H -2.367130 3.562079 -3.387504
108 H 0.448164 5.199480 -3.131247
109 H -0.088617 3.800913 -2.169921
110 H 0.281644 5.344878 -1.369434
111 H -1.121311 7.156730 -3.513028
112 H -1.189550 7.337277 -1.746761
113 H -2.688631 7.176743 -2.673645
114 H -5.788986 3.466218 -3.416678
115 H -7.224776 3.045065 -2.463454
116 H -5.897701 1.876718 -2.619284
117 H -5.473787 5.512496 -2.105608
118 H -5.207683 5.453054 -0.353646
119 H -6.829549 5.200671 -1.007822
120 H -5.793102 1.717652 -0.111099
121 H -7.119325 2.895148 0.009430
122 H -5.596871 3.202495 0.864975

Atoms 1-6, force components in eV/Å:
Mo -0.694 -0.843 1.029
N -0.719 -0.064 -0.080
C 0.718 0.053 -0.206
C 0.227 0.039 -0.160
N -0.294 0.015 0.314
C 0.058 0.327 -0.180

Record 2
DFT (the ωB97M-V functional and the def2-TZVPD basis) results for C45H65ClN3O8TaTe as an isolated structure.

Summary:
net charge	+1
gap between HOMO and LUMO (alpha / beta)	0.3030 / 0.2276	Eh
energy above the lowest of the compared OMol25 structures with the same formula, charge and spin	48.5	kcal per mole
energy	-89927.5426	eV
F_max	0.0350	Eh/bohr
LUMO energy (alpha / beta)	-2.9 / -5.0	eV
multiplicity	2

Cartesian coordinates (Å):
1 Ta -0.122010 -0.835573 0.164729
2 C 1.199300 -0.689988 -2.916277
3 C 1.524046 -1.758389 -2.112508
4 C 1.923252 -1.212202 -0.771318
5 C 1.803025 0.242375 -0.943961
6 C 1.404333 0.543153 -2.232713
7 C 1.312328 1.907821 -2.872349
8 C 0.028729 2.056216 -3.705608
9 C 2.525647 2.027130 -3.811423
10 C 1.381438 3.020438 -1.822094
11 C 3.185697 -1.662197 0.033956
12 C 4.407073 -1.477173 -0.875373
13 C 3.109303 -3.098761 0.562663
14 C 3.429220 -0.772460 1.265101
15 C 1.462422 -3.197133 -2.657108
16 C 0.839622 -4.215361 -1.695844
17 C 2.872768 -3.676840 -3.054859
18 C 0.620291 -3.226014 -3.942937
19 H 0.847011 -0.760115 -3.935552
20 H 2.203507 0.965561 -0.250379
21 H -0.001750 1.337884 -4.528800
22 H -0.009327 3.059176 -4.136056
23 H -0.865047 1.911373 -3.101215
24 H 2.507037 1.256789 -4.586255
25 H 3.461493 1.928614 -3.254917
26 H 2.516667 3.005310 -4.300459
27 H 0.587835 2.935481 -1.079949
28 H 1.277778 3.990747 -2.311344
29 H 2.342719 3.015386 -1.296108
30 H 4.309906 -2.006098 -1.819698
31 H 5.306415 -1.843776 -0.370745
32 H 4.555334 -0.415957 -1.101670
33 H 3.182762 -3.845352 -0.224574
34 H 2.184590 -3.262961 1.123499
35 H 3.946189 -3.274414 1.243867
36 H 3.625699 0.267972 0.993966
37 H 4.321813 -1.140276 1.777414
38 H 2.600551 -0.812868 1.970671
39 H 1.250943 -4.177103 -0.691733
40 H 0.993639 -5.222289 -2.092597
41 H -0.233399 -4.059114 -1.628840
42 H 3.502413 -3.912455 -2.198888
43 H 3.382126 -2.928649 -3.666896
44 H 2.774307 -4.588248 -3.650236
45 H -0.361900 -2.771113 -3.791941
46 H 0.479412 -4.265335 -4.249575
47 H 1.120923 -2.712040 -4.767858
48 O -1.246496 0.660870 -1.113696
49 Cl -1.564147 1.404597 0.139916
50 O -2.230995 2.622277 -0.092719
51 O -0.233929 1.551534 0.755739
52 O -2.298625 0.456300 0.963920
53 C -4.485236 -2.258672 1.007596
54 C -4.504394 -2.562760 -0.489836
55 C -3.327512 -3.434440 -1.035868
56 C -3.674157 -3.870206 -2.464561
57 C -2.682209 -4.833101 -3.106612
58 C -3.219633 -4.647558 -0.138578
59 O -4.010946 -5.554511 -0.181940
60 N -2.181544 -4.662630 0.779040
61 C -1.226385 -3.690123 1.001009
62 O -0.409414 -3.822361 1.873758
63 N -1.257065 -2.588667 0.111366
64 C -2.100693 -2.557668 -0.992958
65 O -1.822445 -1.733129 -1.851815
66 H -5.308658 -1.589517 1.256246
67 H -3.563007 -1.766682 1.319641
68 H -4.613028 -3.165928 1.601901
69 H -4.504581 -1.635440 -1.065675
70 H -5.415009 -3.107844 -0.734136
71 H -3.766044 -2.966388 -3.067862
72 H -4.652697 -4.344140 -2.410353
73 H -1.688432 -4.393572 -3.190926
74 H -3.009627 -5.087180 -4.115800
75 H -2.607668 -5.765081 -2.541922
76 H -2.132163 -5.467680 1.386804
77 C -1.140776 -1.296899 3.923700
78 C 0.070896 -0.702849 3.268888
79 O 0.850913 -0.014779 3.903781
80 N 0.215121 -0.931474 1.930345
81 Te 1.850330 2.284769 2.883897
82 C 3.232282 2.911058 4.304762
83 C 2.914450 3.814241 5.325258
84 C 1.507738 4.242869 5.677783
85 C 3.966921 4.308209 6.088474
86 C 5.281520 3.903074 5.895335
87 C 6.398775 4.454050 6.740622
88 C 5.545022 2.945946 4.916422
89 C 4.542362 2.428430 4.116868
90 C 4.890238 1.386945 3.070954
91 C 0.832624 4.107483 2.579639
92 C -0.514805 4.225801 2.926503
93 C -1.286874 3.188826 3.708905
94 C -1.186841 5.381604 2.538453
95 C -0.563529 6.388486 1.815963
96 C -1.330594 7.598328 1.349047
97 C 0.786567 6.242040 1.502135
98 C 1.508300 5.113977 1.864996
99 C 2.977934 5.036329 1.509649
100 H -1.248179 -0.893859 4.926216
101 H -1.021294 -2.382258 3.966453
102 H -2.028014 -1.081188 3.324439
103 H 0.778014 3.464890 5.453126
104 H 1.215276 5.147594 5.141332
105 H 1.447577 4.453530 6.744091
106 H 3.740259 5.018326 6.877386
107 H 6.017202 5.056928 7.563202
108 H 7.060339 5.080939 6.138459
109 H 7.004859 3.647220 7.154922
110 H 6.561315 2.589061 4.780413
111 H 5.865070 0.949605 3.280325
112 H 4.935020 1.825849 2.069350
113 H 4.165679 0.569668 3.049055
114 H -0.677959 2.336133 4.013415
115 H -2.123815 2.807108 3.127545
116 H -1.705139 3.631893 4.614355
117 H -2.236080 5.488172 2.805003
118 H -2.272936 7.703102 1.885990
119 H -1.561315 7.510080 0.284755
120 H -0.750481 8.511720 1.483803
121 H 1.294321 7.029943 0.952293
122 H 3.237909 5.803345 0.782561
123 H 3.249467 4.068846 1.076367
124 H 3.603086 5.178813 2.395057

Atoms 1-6, force components in eV/Å:
Ta 1.674 -0.396 -0.526
C -0.072 0.092 -0.006
C -0.132 -0.251 0.212
C 0.057 -0.393 0.375
C 0.091 -0.136 0.310
C -0.231 0.007 -0.026

Record 3
DFT (the ωB97M-V functional and the def2-TZVPD basis) results for C45H67BN10O as an isolated structure.

Summary:
gap between HOMO and LUMO	0.1604	Eh
energy above the lowest of the compared OMol25 structures with the same formula, charge and spin	57.6	kcal per mole
energy	-65347.7884	eV
F_max	0.2771	Eh/bohr
LUMO energy	-2.8	eV

Cartesian coordinates (Å):
1 C -2.609779 -1.185445 -1.393506
2 C -1.403710 -0.421316 -0.708718
3 C -1.575362 -0.575423 0.828768
4 C -0.361305 -0.166019 1.665329
5 C 0.836047 -0.954008 1.169014
6 C 1.136766 -0.955915 -0.333001
7 N -0.171095 -0.999003 -1.170446
8 O -0.089680 -1.396560 -2.348515
9 C 2.049823 -2.134687 -0.689876
10 C 1.846859 0.320830 -0.840905
11 C -1.393255 0.991793 -1.316125
12 H -2.499051 -2.359721 -1.162130
13 H -2.460265 -1.022669 -2.446801
14 H -3.474705 -0.582371 -0.971658
15 H -1.888857 -1.382353 0.945472
16 H -2.452742 0.008803 1.051433
17 H -0.357620 -0.149050 2.735344
18 H -0.228323 0.851931 1.315746
19 H 0.637997 -1.854007 1.503771
20 H 1.747362 -0.920687 1.564244
21 H 2.424568 -1.988550 -1.674296
22 H 1.936327 -3.138391 -1.011975
23 H 2.810369 -2.284446 0.050898
24 H 1.542236 1.269884 -0.444075
25 H 1.724594 0.534093 -1.982095
26 H 3.042421 0.429020 -0.451233
27 H -1.330370 1.279575 -2.362719
28 H -0.668871 1.668733 -0.743917
29 H -2.401211 1.369871 -1.210430
30 B -2.732427 -4.667407 1.083992
31 H -3.006990 -5.780137 1.297928
32 H -1.451315 -4.695938 0.315005
33 H -3.549814 -4.236996 0.310204
34 H -2.551903 -4.079355 2.079422
35 N 3.010986 -6.125380 -0.288036
36 C 4.361986 -5.746505 -0.046116
37 C 4.825229 -5.032572 -1.374965
38 C 3.760610 -5.010416 -2.265873
39 C 2.658527 -5.749149 -1.612680
40 H 2.415810 -6.525308 0.375557
41 H 4.975663 -5.883825 0.889848
42 H 5.750708 -4.490000 -1.377988
43 H 3.701688 -4.727304 -3.168003
44 H 1.561396 -5.984296 -1.971691
45 N 0.962650 -1.430284 4.943635
46 C 1.649812 -0.263544 4.995795
47 C 2.994745 -0.605520 4.335960
48 C 3.081035 -2.122002 4.213782
49 C 1.629541 -2.521833 4.484049
50 H 0.062627 -1.480760 4.789675
51 H 1.035975 0.674116 5.143365
52 H 3.675711 0.146824 4.262094
53 H 3.937755 -2.824678 4.162648
54 H 1.205006 -3.522663 4.507559
55 N 4.862890 3.122116 0.729757
56 C 4.465559 4.422707 0.771470
57 C 3.308197 4.585662 1.644970
58 C 2.865369 3.161546 1.942902
59 C 3.936210 2.294197 1.404974
60 H 5.667942 2.710131 0.294756
61 H 5.031996 5.281593 0.228718
62 H 2.759358 5.573895 1.714427
63 H 1.973091 2.844254 2.442095
64 H 4.194817 1.364498 1.370516
65 N -5.926779 0.486260 -1.788099
66 C -5.918723 -0.330957 -2.977306
67 C -5.131069 0.401725 -4.025686
68 C -4.778011 1.666117 -3.378352
69 C -5.400486 1.700856 -1.961303
70 H -6.318248 0.199141 -0.880836
71 H -6.357702 -1.323805 -2.943517
72 H -5.171330 -0.045107 -5.128949
73 H -4.364253 2.332663 -3.947157
74 H -5.409168 2.463316 -1.092837
75 N -0.223376 4.523158 -1.902175
76 C 0.461195 4.197489 -0.790075
77 C -0.471837 4.534467 0.504176
78 C -1.835739 4.743397 -0.233963
79 C -1.656182 4.743417 -1.651380
80 H -0.022736 4.212958 -2.757873
81 H 1.650253 4.004834 -0.630808
82 H -0.086447 4.581645 1.484982
83 H -2.773353 5.004735 0.300164
84 H -2.267140 4.896116 -2.662691
85 N -2.320739 -1.930153 5.615549
86 C -1.938578 -0.980753 6.602103
87 C -2.055103 0.294932 5.923192
88 C -2.463442 0.180859 4.538318
89 C -2.757495 -1.346535 4.460855
90 H -2.116882 -2.983406 5.727071
91 H -1.746393 -1.215743 7.600804
92 H -1.833668 1.293767 6.446662
93 H -2.394385 0.933366 3.837506
94 H -2.996003 -2.082725 3.704072
95 N -6.806719 -1.105307 0.743914
96 C -7.665601 -0.054476 0.912814
97 C -6.807077 1.111071 1.489982
98 C -5.445888 0.602869 1.464614
99 C -5.511230 -0.813254 1.045888
100 H -7.013891 -2.078418 0.333845
101 H -8.709910 -0.294436 0.730700
102 H -7.028957 2.242777 1.660723
103 H -4.679748 1.145191 1.811095
104 H -4.786839 -1.545607 1.052697
105 N 1.173292 4.468368 -4.588099
106 C 0.909885 3.109454 -4.344456
107 C -0.641222 2.928769 -4.719788
108 C -1.008949 4.190961 -5.362367
109 C 0.124324 5.143493 -5.141669
110 H 2.041142 4.916443 -4.168128
111 H 1.667384 2.421034 -3.959452
112 H -1.105201 2.018583 -4.885819
113 H -1.889494 4.307441 -5.887511
114 H 0.146514 6.180797 -5.562437
115 N 7.724385 -1.514398 -1.513101
116 C 6.378330 -1.714253 -1.234220
117 C 5.521966 -0.959971 -2.392224
118 C 6.609868 -0.418389 -3.327347
119 C 7.910137 -0.833706 -2.819436
120 H 8.458257 -1.915296 -1.260453
121 H 5.801462 -2.262131 -0.572040
122 H 4.478193 -0.718658 -2.370443
123 H 6.516155 0.156639 -4.174787
124 H 8.863646 -0.801202 -3.152293

Atoms 1-6, force components in eV/Å:
C 1.118 -0.949 1.426
C -1.429 -0.795 -0.635
C 4.446 12.376 -1.861
C 0.976 1.452 -2.313
C -2.640 2.454 -3.025
C -0.362 -0.820 -0.254